No. 1
# C14H27FNO4

A cluster of 2 separate species, C14H27FNO4 in total (ωB97M-V/def2-TZVPD, the OMol25 dataset).

* gap between HOMO and LUMO: 9.80 eV
* relative energy (zero: lowest compared OMol25 entry of this formula, charge and spin): 192.6 kcal/mol
* HOMO: -12.32 eV
* net charge: +1
* 2S+1: 1

Each line ends with the Löwdin charge.
Positions of all 47 atoms, in Å:
1 C -1.6378 2.8074 3.3584  0.0793
2 C -0.9609 2.5384 2.3711  -0.1153
3 C 0.2913 2.1713 1.4775  -0.1936
4 C 1.4047 3.3029 1.4640  -0.1489
5 C 1.7749 3.8934 2.8900  -0.1467
6 O 1.8127 5.3510 2.7645  -0.0237
7 C 0.8694 5.9545 3.5951  -0.4404
8 O 0.9751 5.9920 4.7921  0.1954
9 O -0.2537 6.5652 2.9357  0.0539
10 F 0.1979 7.6783 2.2602  -0.0052
11 H -2.1660 2.9912 4.3340  0.0645
12 H -0.1043 2.0277 0.4232  0.1013
13 H 0.7283 1.1828 1.8184  0.0923
14 H 1.0595 4.1549 0.8098  0.1274
15 H 2.3527 2.8667 1.0026  0.1183
16 H 2.8233 3.5713 3.2008  0.1397
17 H 1.0907 3.5769 3.7286  0.1246
18 C -2.6621 -1.5590 -1.2014  -0.0461
19 C -1.6735 -2.6958 -1.3970  -0.1501
20 N -0.5760 -2.4249 -2.4269  -0.2472
21 C -1.2460 -2.2743 -3.7908  0.0170
22 C 0.3189 -3.6627 -2.5776  -0.1478
23 C 1.1731 -4.0367 -1.3786  -0.0495
24 C 0.2122 -1.1253 -2.1975  -0.0524
25 C 0.8699 -0.9185 -0.8321  -0.1891
26 O -0.0890 -0.8667 0.2064  -0.2211
27 C 0.3073 -1.5008 1.4160  -0.0746
28 H -3.2242 -1.3355 -2.1091  0.0801
29 H -3.3906 -1.8500 -0.4417  0.1025
30 H -2.1968 -0.6378 -0.8596  0.0757
31 H -2.2101 -3.5816 -1.7456  0.1368
32 H -1.1976 -2.9580 -0.4581  0.1001
33 H -1.8331 -3.1711 -3.9898  0.1166
34 H -0.4677 -2.1530 -4.5435  0.1114
35 H -1.8832 -1.3894 -3.7825  0.1027
36 H 0.9607 -3.4885 -3.4420  0.1334
37 H -0.3529 -4.4914 -2.8103  0.1328
38 H 2.1009 -3.4616 -1.3535  0.0811
39 H 1.4872 -5.0769 -1.4785  0.0983
40 H 0.6565 -3.9463 -0.4232  0.0758
41 H -0.4990 -0.3131 -2.3692  0.1358
42 H 0.9698 -1.0862 -2.9824  0.1448
43 H 1.3822 0.0514 -0.8559  0.1372
44 H 1.6440 -1.6580 -0.6367  0.0971
45 H 1.3812 -1.6938 1.4715  0.1014
46 H -0.2329 -2.4488 1.5069  0.0853
47 H 0.0133 -0.8715 2.2564  0.0893

No. 2
# C14H27FO8S2

A cluster of 3 separate species, C14H27FO8S2 in total (ωB97M-V/def2-TZVPD, the OMol25 dataset).

* gap between HOMO and LUMO: 7.85 eV
* SMILES string: CC[C@H](F)[C@H]1OS(=O)(=O)O[C@H]1S(C)(=O)=O.C1CCOC1.C1CCOC1
* relative energy (zero: lowest compared OMol25 entry of this formula, charge and spin): 147.1 kcal/mol
* HOMO: -8.99 eV
* net charge: 0
* 2S+1: 1

Each line ends with the Löwdin charge.
Positions of all 52 atoms, in Å:
1 C 7.3165 1.4879 -0.3200  -0.1304
2 C 5.7353 1.9274 -0.3995  -0.1670
3 C 4.9312 1.6075 1.0313  -0.1573
4 F 5.8037 0.9314 2.0395  -0.0901
5 C 3.4739 0.8914 0.8081  -0.2035
6 O 2.7340 1.9664 0.0669  -0.2094
7 S 1.8454 1.0662 -1.0762  0.9152
8 O 1.2112 1.8258 -2.2756  -0.2765
9 O 0.5520 0.6902 -0.2533  -0.3227
10 O 3.0027 -0.1573 -1.3645  -0.2341
11 C 3.3632 -0.5463 0.0294  -0.3074
12 S 4.6497 -1.8792 0.3053  0.8121
13 C 6.0721 -1.8120 -0.9486  -0.1386
14 O 5.1353 -1.9750 1.7839  -0.3577
15 O 3.9199 -3.2503 0.0210  -0.4008
16 H 7.4617 0.3891 0.1011  0.0704
17 H 7.7217 1.5081 -1.4370  0.0923
18 H 7.9288 2.2933 0.2697  0.0919
19 H 5.7066 3.0998 -0.5846  0.1323
20 H 5.1555 1.3895 -1.2627  0.0986
21 H 4.7053 2.6874 1.4871  0.1702
22 H 2.8783 0.7321 1.8068  0.1887
23 H 2.3654 -1.1096 0.3630  0.1717
24 H 5.9469 -2.7155 -1.6896  0.0989
25 H 7.0918 -1.9162 -0.3374  0.1051
26 H 6.0551 -0.7686 -1.5010  0.0697
27 C -2.0704 0.7902 1.6026  -0.1801
28 C -3.4870 0.7810 1.0890  -0.1788
29 C -4.2204 1.5470 2.1683  -0.2083
30 O -3.2872 2.4866 2.7190  -0.1418
31 C -1.9748 2.1577 2.2430  -0.2069
32 H -1.3197 0.6304 0.8246  0.0772
33 H -1.9468 0.0113 2.3644  0.1200
34 H -3.5410 1.3280 0.1403  0.1223
35 H -3.8903 -0.2221 0.9287  0.1024
36 H -4.5431 0.8832 2.9774  0.1152
37 H -5.0953 2.0792 1.7838  0.1158
38 H -1.6847 2.9191 1.5107  0.1174
39 H -1.2640 2.1837 3.0736  0.1149
40 C -7.5525 -2.0492 -1.4754  -0.1840
41 C -6.5048 -2.6748 -2.3596  -0.1843
42 C -5.3172 -1.7639 -2.1368  -0.2027
43 O -5.4263 -1.2575 -0.7994  -0.1551
44 C -6.7307 -1.5774 -0.2959  -0.2056
45 H -8.3534 -2.7358 -1.1895  0.1156
46 H -8.0029 -1.1892 -1.9851  0.1176
47 H -6.2730 -3.6850 -2.0021  0.1172
48 H -6.7992 -2.7428 -3.4099  0.1154
49 H -5.3384 -0.9087 -2.8207  0.1184
50 H -4.3621 -2.2833 -2.2571  0.1194
51 H -6.6152 -2.3714 0.4500  0.1185
52 H -7.1628 -0.6997 0.1928  0.1188

No. 3
# C14H27IN6O2Pd

A structure of composition C14H27IN6O2Pd (ωB97M-V/def2-TZVPD, the OMol25 dataset).

* gap between HOMO and LUMO: 8.05 eV
* HOMO: -7.64 eV
* net charge: 0
* 2S+1: 1

Each line ends with the Löwdin charge.
Positions of all 51 atoms, in Å:
1 Pd -0.8125 -1.2925 -0.4837  0.5823
2 C 2.4307 -0.9198 3.4274  -0.0495
3 N 1.0526 -0.5436 3.6815  -0.0876
4 C 0.4604 -0.9556 4.9469  -0.1327
5 C -1.0348 -0.8358 4.6797  -0.1349
6 N -1.1102 -0.9477 3.2369  -0.0995
7 C -2.3654 -0.6072 2.6045  -0.0438
8 C 0.1008 -0.6009 2.6799  -0.3599
9 N 0.2608 -0.4011 1.4243  0.0402
10 C 1.4550 0.2050 0.8797  -0.2365
11 C 1.0981 1.0430 -0.3463  -0.2327
12 N 0.5844 0.2193 -1.4282  0.0419
13 C 0.3883 0.7061 -2.6060  -0.3420
14 N -0.0558 -0.0530 -3.6616  -0.0970
15 C -0.6781 -1.3481 -3.5163  -0.0632
16 C -0.5708 0.8142 -4.7069  -0.1302
17 C 0.2590 2.0621 -4.4883  -0.1399
18 N 0.4989 2.0160 -3.0543  -0.0777
19 C 1.3695 3.0528 -2.5395  -0.0548
20 H 2.8026 -1.4941 4.2764  0.0873
21 H 3.0808 -0.0540 3.2956  0.0839
22 H 2.5034 -1.5511 2.5402  0.0839
23 H 0.7944 -0.3197 5.7674  0.1214
24 H 0.7363 -1.9918 5.1778  0.1212
25 H -1.4330 0.1314 5.0143  0.1240
26 H -1.6075 -1.6258 5.1671  0.1231
27 H -3.1212 -1.3471 2.8712  0.0932
28 H -2.2511 -0.6070 1.5246  0.0305
29 H -2.7125 0.3826 2.9238  0.0991
30 H 2.1876 -0.5496 0.5646  0.1088
31 H 1.9416 0.8642 1.6069  0.1104
32 H 1.9997 1.5835 -0.6367  0.0992
33 H 0.3422 1.7740 -0.0350  0.1036
34 H 0.0158 -2.0569 -3.0657  0.0656
35 H -0.9189 -1.7109 -4.5152  0.0924
36 H -1.5973 -1.2958 -2.9216  0.0664
37 H -1.6404 1.0104 -4.5635  0.1361
38 H -0.4180 0.3677 -5.6891  0.1225
39 H -0.2666 2.9780 -4.7571  0.1251
40 H 1.2029 2.0167 -5.0490  0.1265
41 H 1.2281 3.9321 -3.1668  0.0888
42 H 2.4294 2.7772 -2.5844  0.0953
43 H 1.1084 3.3370 -1.5250  0.0782
44 I -1.5909 -3.8357 -0.1988  0.7866
45 C 0.3161 -2.8427 -0.2733  -0.7303
46 H 0.8720 -3.2017 -1.1390  -0.0298
47 H 0.8612 -3.0133 0.6528  -0.0320
48 O -3.4885 1.9434 -0.7908  -0.0241
49 C -2.5827 1.1909 -0.4778  -0.5981
50 O -2.3500 0.0230 -0.9251  -0.2414
51 H -1.7752 1.5719 0.2017  0.1001

No. 4
# C14H27N2OY

A structure of composition C14H27N2OY (ωB97M-V/def2-TZVPD, the OMol25 dataset).

* gap between HOMO and LUMO (spin up / spin down): 6.34 / 4.95 eV
* HOMO (spin up / spin down): -15.45 / -15.31 eV
* net charge: +2
* 2S+1: 1

Each line ends with the Löwdin charge.
Positions of all 45 atoms, in Å:
1 C 0.8614 1.9882 0.2171  -0.1376
2 H 1.3334 2.3436 1.1366  0.1119
3 H 1.6413 1.9307 -0.5534  0.1011
4 H 1.3888 0.0210 1.5128  -0.0390
5 C -0.2626 2.9285 -0.2067  -0.2709
6 H -0.9721 2.4042 -0.8587  0.0975
7 H -0.8336 3.2402 0.6764  0.1176
8 C 0.2659 4.1745 -0.9371  -0.0530
9 H -0.5553 4.8189 -1.2729  0.1023
10 H 0.9144 4.7664 -0.2809  0.0972
11 H 0.8548 3.8901 -1.8173  0.0815
12 C -0.5843 -2.0045 -0.3731  -0.2494
13 C -0.9945 -0.9499 -1.2834  -0.2554
14 C 0.1821 -0.3616 -1.8266  -0.2308
15 C 1.3288 -1.0038 -1.2265  -0.2933
16 C 0.8399 -2.0538 -0.3585  -0.2813
17 C 1.6865 -3.0616 0.3593  0.0180
18 C 2.7578 -0.7557 -1.6062  0.0120
19 C 0.2493 0.6922 -2.8872  0.0319
20 C -2.4100 -0.6328 -1.6635  0.0146
21 C -1.5121 -2.9466 0.3345  0.0253
22 Y 0.2359 -0.0278 0.4410  1.2366
23 H 3.4365 -1.0331 -0.7957  0.0981
24 H 3.0352 -1.3395 -2.4944  0.1220
25 H 2.9279 0.3000 -1.8382  0.0868
26 H 2.7044 -2.6922 0.5055  0.0973
27 H 1.2722 -3.3032 1.3414  0.0892
28 H 1.7464 -3.9934 -0.2192  0.1257
29 H -2.4778 -2.4771 0.5409  0.0984
30 H -1.7008 -3.8368 -0.2807  0.1303
31 H -1.0897 -3.2811 1.2853  0.0872
32 H -2.4907 0.3650 -2.1024  0.0876
33 H -2.7872 -1.3553 -2.3999  0.1206
34 H -3.0731 -0.6705 -0.7950  0.0945
35 H 1.0884 1.3757 -2.7245  0.0902
36 H 0.3893 0.2286 -3.8724  0.1355
37 H -0.6684 1.2838 -2.9245  0.0934
38 N -0.6047 -0.9225 3.3817  0.1850
39 C -1.0145 0.3602 3.2380  -0.6275
40 N -1.6391 0.9942 4.2579  0.2080
41 O -0.8190 0.9554 2.1865  -0.0766
42 H -0.7625 -1.4302 4.2645  0.1492
43 H -0.1283 -1.4150 2.6143  0.0738
44 H -1.9498 1.9716 4.1539  0.1513
45 H -1.8104 0.5131 5.1532  0.1431

No. 5
# C14H27N3S

An isolated molecule of C14H27N3S (ωB97M-V/def2-TZVPD, the OMol25 dataset).

* gap between HOMO and LUMO: 8.71 eV
* SMILES string: NCCCC[C@H]1CNC(=S)N1CC1CCCCC1
* relative energy (zero: lowest compared OMol25 entry of this formula, charge and spin): 1.6 kcal/mol
* HOMO: -8.05 eV
* net charge: 0
* 2S+1: 1

Each line ends with the Löwdin charge.
Positions of all 45 atoms, in Å:
1 N 4.5475 -0.8659 -1.8740  -0.0097
2 C 3.9233 0.0322 -2.8324  -0.3004
3 C 2.8145 -0.6896 -3.6087  -0.2051
4 C 1.4047 -0.4561 -3.0631  -0.2101
5 C 1.2039 -0.9794 -1.6430  -0.1566
6 C -0.2650 -0.8965 -1.2002  -0.2562
7 C -1.1198 -2.0302 -1.7973  -0.1142
8 N -1.1747 -2.9749 -0.7044  0.0168
9 C -0.8827 -2.3706 0.4794  -0.8769
10 S -1.0626 -3.0634 1.9572  0.6281
11 N -0.3978 -1.1382 0.2267  -0.0864
12 C 0.0399 -0.2273 1.2508  -0.1540
13 C -1.1338 0.4279 1.9943  -0.3275
14 C -0.6083 1.3096 3.1263  -0.1711
15 C -1.7629 1.9513 3.8892  -0.2017
16 C -2.6343 2.7748 2.9464  -0.2113
17 C -3.1616 1.8985 1.8151  -0.2008
18 C -2.0075 1.2548 1.0520  -0.1705
19 H 3.8871 -1.1538 -1.1609  0.0494
20 H 5.3244 -0.4077 -1.4111  0.0657
21 H 3.5141 0.9504 -2.3754  0.1081
22 H 4.7101 0.3370 -3.5281  0.1060
23 H 3.0438 -1.7559 -3.6004  0.1112
24 H 2.8309 -0.3523 -4.6462  0.1042
25 H 1.1838 0.6144 -3.0840  0.1158
26 H 0.6943 -0.9478 -3.7318  0.1064
27 H 1.8020 -0.3855 -0.9499  0.1034
28 H 1.5342 -2.0177 -1.5730  0.1326
29 H -0.6631 0.0928 -1.4519  0.1465
30 H -0.6509 -2.4824 -2.6737  0.1159
31 H -2.1221 -1.6779 -2.0775  0.1239
32 H -1.7783 -3.7789 -0.7241  0.1286
33 H 0.6599 0.5422 0.7852  0.1287
34 H 0.6461 -0.7835 1.9744  0.1137
35 H -1.7405 -0.3737 2.4258  0.1113
36 H -0.0035 0.7085 3.8079  0.1175
37 H 0.0314 2.0924 2.7091  0.1211
38 H -2.3677 1.1678 4.3501  0.1163
39 H -1.3717 2.5863 4.6868  0.1076
40 H -3.4690 3.2131 3.4971  0.1066
41 H -2.0436 3.5930 2.5271  0.1123
42 H -3.7970 1.1141 2.2321  0.1170
43 H -3.7701 2.4956 1.1319  0.1075
44 H -2.4072 0.6162 0.2609  0.1083
45 H -1.4004 2.0364 0.5854  0.1216

no.,calculated total energy (Eh),maximum force (eV Å⁻¹)
1,-1004.7046,2.323
2,-2047.4596,8.750
3,-1454.2213,1.172
4,-771.9606,9.552
5,-1112.1434,0.784